Record 1
Formula: C14H32BNO4S
Source: the Open Molecules 2025 dataset
Level of theory: the ωB97M-V functional and the def2-TZVPD basis

Geometry as XYZ:
```
53
Properties=species:S:1:pos:R:3:forces:R:3:nbo_charge:R:1
C 0.049872 -2.118613 -4.594734 -0.29 0.00 0.10 -0.65
C 0.055110 -0.623523 -4.876989 -0.31 0.19 -0.24 -0.07
O 1.108106 -0.265774 -5.813299 -0.02 -0.16 0.47 -0.69
B 2.394572 -0.313931 -5.507049 -0.24 0.01 -0.83 1.04
O 3.359585 -0.736940 -6.354374 -0.48 -0.11 0.32 -0.88
S 3.114741 0.472044 -3.886539 0.46 0.13 0.24 0.50
C 2.035571 1.814469 -3.353840 0.14 0.04 -0.03 -0.73
C 2.948540 -0.794899 -2.580538 -0.12 -0.06 0.09 -0.15
O 1.704904 -0.679128 -2.006211 -0.13 -0.08 0.01 -0.55
C 1.529632 -1.608881 -0.919572 0.00 0.08 -0.02 -0.26
H 0.878054 -2.627468 -5.080746 0.15 -0.01 0.01 0.22
H 0.072728 -2.302723 -3.524235 0.16 -0.06 0.08 0.22
H -0.860178 -2.577045 -4.970148 -0.03 -0.07 -0.10 0.24
H 0.144384 -0.046192 -3.962328 0.20 0.00 0.13 0.18
H -0.868901 -0.319630 -5.354520 0.00 0.09 -0.15 0.21
H 3.909695 -1.442633 -6.010195 0.61 -0.01 -0.15 0.52
H 2.558330 2.729224 -3.608205 0.01 0.10 -0.02 0.26
H 1.079389 1.764327 -3.854050 -0.12 -0.01 -0.03 0.26
H 1.921703 1.722844 -2.280341 -0.08 0.01 0.10 0.27
H 3.127305 -1.759385 -3.067772 0.01 -0.08 -0.07 0.20
H 3.759752 -0.609223 -1.873939 0.08 0.08 0.07 0.22
H 2.384974 -1.565037 -0.248152 0.05 0.03 0.13 0.19
H 1.423494 -2.619906 -1.308348 -0.03 -0.11 -0.04 0.18
H 0.636889 -1.307688 -0.384936 -0.07 0.00 0.07 0.24
C -3.116966 0.892651 1.750843 0.14 0.13 0.00 -0.62
C -2.256253 -0.210102 2.385712 -0.59 0.31 -0.44 0.10
C -2.563470 -0.365571 3.878665 0.20 0.02 0.28 -0.42
C -1.972284 0.738110 4.752421 -0.01 -0.01 -0.11 -0.40
C -0.470491 0.862590 4.508750 -0.18 -0.17 0.18 -0.41
C -0.126054 1.101478 3.039048 0.11 0.75 -0.24 0.10
N -0.791765 0.055408 2.190632 -0.03 -0.51 0.99 0.03
O -0.108800 -1.029397 2.147070 0.23 -0.08 -0.55 -0.42
C -0.531577 2.526150 2.626207 -0.08 -0.04 -0.06 -0.62
C 1.378424 0.996621 2.830015 0.14 -0.16 0.03 -0.60
C -2.619909 -1.501002 1.665752 0.06 -0.19 0.00 -0.60
H -2.861417 1.898743 2.062069 -0.03 -0.03 0.05 0.22
H -3.037195 0.853642 0.663242 0.03 0.00 -0.01 0.21
H -4.161313 0.731440 2.016232 -0.01 -0.09 -0.02 0.22
H -2.169218 -1.328234 4.218116 0.06 0.01 -0.06 0.21
H -3.646309 -0.410872 4.002393 -0.04 -0.02 -0.03 0.22
H -2.480317 1.687919 4.565521 0.02 0.01 -0.03 0.20
H -2.150818 0.500051 5.801352 -0.01 0.02 0.02 0.23
H -0.051398 1.679596 5.099428 0.02 0.03 -0.01 0.22
H 0.019884 -0.055866 4.845397 0.02 -0.02 -0.08 0.21
H -0.510677 2.641713 1.541349 -0.01 -0.01 -0.01 0.21
H 0.177221 3.234148 3.053801 0.07 -0.04 0.01 0.22
H -1.511257 2.824364 2.986922 -0.01 -0.02 0.00 0.21
H 1.774999 0.049192 3.184858 -0.03 -0.02 -0.04 0.23
H 1.865248 1.798008 3.384037 -0.01 0.05 0.00 0.21
H 1.632849 1.104579 1.773161 -0.01 0.01 0.00 0.20
H -2.316891 -1.464957 0.618373 0.00 0.02 -0.01 0.21
H -3.702345 -1.622797 1.704410 -0.04 0.02 -0.01 0.22
H -2.160149 -2.371898 2.125286 0.03 0.02 -0.01 0.23
```
Positions in Å, forces in eV/Å.

Its multiplicity is 2. As for the total charge: +1. As for the orbital gap (spin up / spin down): 6.866 / 8.002 eV.

=====

Record 2
Formula: C14H32Cs2N4O12S2
Source: the Open Molecules 2025 dataset
Level of theory: the ωB97M-V functional and the def2-TZVPD basis

Geometry as XYZ:
```
66
Properties=species:S:1:pos:R:3:forces:R:3:lowdin_charge:R:1
Cs 6.087878 1.076646 2.383977 -0.85 0.03 -0.26 0.93
Cs -2.921432 1.262516 3.111747 0.71 0.12 -0.48 0.87
S 1.361348 1.046286 0.850187 -3.32 3.46 1.40 0.08
O 1.789438 1.237916 2.262907 0.75 -0.67 1.10 -0.51
O 2.464788 0.728846 0.011917 3.48 -1.03 -2.09 -0.45
O 0.343368 -0.012194 0.759507 -1.06 -1.09 0.28 -0.49
O 0.743038 2.366636 0.444167 0.19 -0.98 -0.07 -0.50
C 1.379488 -0.007274 -4.502033 -0.19 0.04 0.77 -0.01
C 2.821898 -0.255244 -4.896893 -0.01 -0.42 -3.68 -0.51
O 3.058988 -0.379294 -6.135853 0.07 0.23 2.89 -0.02
N 3.766978 -0.386064 -3.944013 0.80 0.02 1.35 0.01
C 5.225568 -0.505964 -4.110443 -0.82 -0.11 -1.53 -0.06
H 1.057548 -0.557164 -3.617693 0.21 -0.28 0.04 0.07
H 0.717918 -0.259284 -5.330833 0.32 0.03 -0.01 0.08
H 1.185628 1.023486 -4.205303 0.29 0.21 -0.22 0.08
H 3.532848 -0.117954 -2.998823 -0.58 -0.05 -0.03 0.13
H 5.694538 0.462506 -3.936563 0.19 -0.17 0.18 0.08
H 5.410698 -0.797974 -5.144153 -0.07 0.31 -0.15 0.08
H 5.679988 -1.324464 -3.552183 -0.32 0.24 0.57 0.07
C -4.494862 7.165716 -0.296843 0.93 0.17 0.14 0.00
C -3.352382 6.161656 0.103797 -0.37 1.02 -0.23 -0.52
O -3.302062 5.748626 1.251507 -0.13 -0.37 -0.18 0.01
N -2.396962 5.850436 -0.821403 -0.85 0.52 -0.55 0.03
C -2.338432 6.372726 -2.200423 0.36 -0.60 0.18 -0.08
H -4.699532 7.807486 0.560097 -0.06 -0.47 0.29 0.07
H -5.425292 6.691956 -0.609803 0.19 -0.25 0.06 0.08
H -4.209822 7.895216 -1.054923 0.17 -0.35 -0.32 0.06
H -1.714302 5.167286 -0.525803 0.09 0.08 0.02 0.14
H -1.786482 5.668926 -2.823413 -0.14 -0.23 0.13 0.08
H -1.769352 7.297066 -2.299693 -0.20 0.25 0.34 0.08
H -3.324632 6.488956 -2.649863 0.05 0.01 0.22 0.08
C 1.724768 0.778776 7.423447 0.14 0.42 -0.28 0.00
C 1.234938 -0.615584 7.110847 -0.89 0.96 2.68 -0.61
O 0.771928 -1.272494 8.032657 0.13 -0.69 0.32 0.02
N 1.179008 -1.015364 5.874417 0.49 -0.91 -3.48 0.02
C 0.592298 -2.295844 5.444977 -0.18 0.72 0.29 -0.04
H 0.954878 1.294606 7.997287 -0.16 -0.14 -0.12 0.08
H 1.933478 1.369136 6.531257 0.21 0.03 0.02 0.07
H 2.582988 0.759076 8.095137 0.14 -0.19 -0.23 0.08
H 1.411038 -0.390764 5.115377 0.21 0.12 0.13 0.13
H -0.474742 -2.201884 5.646727 -0.08 -0.65 0.19 0.08
H 1.050238 -3.142954 5.955647 -0.25 0.15 0.15 0.09
H 0.703868 -2.433514 4.369477 0.24 0.29 0.08 0.09
C -3.643952 0.775266 -1.981343 1.16 -0.97 1.03 0.01
C -4.262092 -0.601154 -1.893323 -1.00 0.92 -1.26 -0.59
O -5.294412 -0.819924 -2.507363 -0.54 -0.30 0.22 0.02
N -3.598792 -1.554724 -1.231513 -0.18 -0.20 -0.02 0.00
C -4.202002 -2.878204 -0.976253 1.45 0.80 -0.07 -0.04
H -2.822712 0.769356 -1.264673 0.40 0.45 -0.10 0.07
H -4.300562 1.595296 -1.690643 -0.21 -0.25 -0.60 0.08
H -3.207382 0.804136 -2.979683 -0.23 0.65 0.01 0.09
H -2.681802 -1.331954 -0.871523 -0.12 -0.22 0.13 0.13
H -3.519412 -3.614854 -1.399933 -0.03 -0.30 0.42 0.08
H -5.158122 -3.030524 -1.476993 0.04 0.60 0.35 0.08
H -4.210402 -2.864634 0.113637 -0.55 -1.10 -0.05 0.08
C 1.552508 -4.482744 -0.427723 0.73 0.68 0.33 -0.15
C 2.812578 -4.928714 -1.116793 0.48 -0.52 -1.49 -0.19
O 3.082188 -6.232784 -0.660293 -0.64 -2.04 1.39 -0.20
S 1.782668 -6.988834 0.026527 0.12 -2.80 0.03 0.73
O 2.094228 -7.522884 1.373277 -0.45 2.30 -3.02 -0.27
O 1.212178 -7.999624 -0.881653 1.18 2.63 1.50 -0.27
O 0.872528 -5.663944 0.005187 0.05 -0.69 0.39 -0.19
H 0.915698 -3.942404 -1.128153 -0.09 0.05 0.49 0.14
H 1.912578 -3.890014 0.413187 -0.95 0.15 0.27 0.14
H 3.731138 -4.373774 -0.926013 -0.41 0.39 0.25 0.14
H 2.682248 -4.973584 -2.198043 -0.04 -0.03 -0.12 0.13
```
Positions in Å, forces in eV/Å.

Its relative energy (zero: lowest compared OMol25 entry of this formula, charge and spin) is 433.2 kJ/mol. As for the orbital gap: 4.465 eV.

=====

Record 3
Formula: C14H32N2O2S
Source: the Open Molecules 2025 dataset
Level of theory: the ωB97M-V functional and the def2-TZVPD basis

Geometry as XYZ:
```
51
Properties=species:S:1:pos:R:3:forces:R:3:nbo_charge:R:1
C -5.173473 0.905765 1.478454 0.16 -0.01 -0.08 -0.61
C -3.680365 1.126827 1.149285 -0.22 -0.01 0.28 -0.41
C -3.134133 2.513141 1.541512 0.03 0.00 -0.11 -0.42
C -2.687597 3.353756 0.342890 0.00 -0.14 -0.14 -0.22
N -1.606559 2.785632 -0.462469 0.30 -0.06 0.22 -0.62
C -0.307503 2.929131 0.172441 -0.43 0.14 -0.12 0.12
O 0.580461 2.091508 -0.514021 0.11 -0.16 -0.05 -0.55
C 1.681996 1.601755 0.231100 -0.11 0.17 0.03 -0.09
C 1.682687 0.087928 0.220933 -0.15 0.05 0.31 0.08
C 2.763543 -0.471924 1.140786 0.29 -0.05 -0.19 -0.43
C 2.946539 -1.983313 1.037428 -0.12 -0.06 0.16 -0.38
C 1.648125 -2.784312 1.245154 0.22 -0.24 -0.04 -0.41
C 1.033577 -3.369379 -0.040766 -0.20 -0.05 0.17 -0.42
C -0.487179 -3.177320 -0.162521 0.02 -0.01 -0.21 -0.21
N -0.960355 -2.916968 -1.527730 -0.23 -0.20 0.12 -0.84
O 1.701547 -0.485667 -1.078119 0.01 -0.12 -0.04 -0.55
C 2.369306 0.178131 -2.114654 -0.16 -0.10 -0.38 -0.01
C 2.072553 -0.612669 -3.384849 -0.14 -0.06 0.31 -0.62
S 4.167158 0.382998 -1.857394 0.14 0.18 -0.01 -0.08
H -5.314283 0.029608 2.108602 -0.04 -0.04 0.00 0.21
H -5.594850 1.757129 2.009903 -0.04 0.05 0.02 0.20
H -5.758979 0.754585 0.573456 -0.08 0.02 0.00 0.21
H -3.101707 0.359999 1.663160 0.08 -0.06 -0.09 0.20
H -3.540584 0.956562 0.081679 0.10 -0.01 -0.06 0.19
H -3.911470 3.070539 2.066015 0.00 0.05 0.08 0.20
H -2.307723 2.407437 2.246139 0.04 0.00 0.03 0.20
H -3.548103 3.503423 -0.312160 -0.02 0.08 -0.03 0.19
H -2.358455 4.338915 0.677392 -0.07 0.09 0.00 0.19
H -1.744561 1.788689 -0.585854 -0.12 -0.03 -0.12 0.35
H -0.333474 2.652571 1.237305 0.12 -0.02 0.09 0.12
H -0.005313 3.978292 0.085532 0.07 0.07 0.10 0.15
H 2.602774 2.024835 -0.176212 0.09 -0.05 -0.01 0.19
H 1.624813 1.914304 1.277656 -0.02 0.05 0.01 0.19
H 0.713921 -0.208362 0.636824 -0.08 -0.08 -0.15 0.18
H 3.717386 0.016690 0.929899 -0.01 0.01 0.05 0.22
H 2.494790 -0.230950 2.172049 -0.10 0.11 0.04 0.20
H 3.391194 -2.239456 0.075606 0.01 0.01 -0.06 0.20
H 3.667794 -2.276217 1.801395 0.10 0.02 -0.02 0.20
H 0.915478 -2.163240 1.764581 -0.05 0.06 0.01 0.19
H 1.864136 -3.609877 1.924440 -0.05 0.02 0.09 0.21
H 1.240569 -4.440574 -0.057050 0.10 -0.03 -0.15 0.20
H 1.514307 -2.937235 -0.917435 -0.01 0.14 0.04 0.21
H -0.992622 -4.072116 0.208027 -0.02 0.00 0.11 0.18
H -0.808962 -2.355579 0.479365 0.00 0.07 0.01 0.17
H -1.254572 -1.960481 -1.641395 0.13 0.13 -0.05 0.36
H -0.240906 -3.106506 -2.208007 0.07 0.02 -0.08 0.35
H 1.971988 1.188303 -2.228173 0.19 0.11 0.08 0.20
H 2.079999 -1.673788 -3.135461 0.14 -0.06 -0.05 0.21
H 2.805244 -0.415078 -4.159284 -0.02 0.08 -0.10 0.22
H 1.072714 -0.371654 -3.743416 -0.01 0.02 -0.04 0.22
H 4.529128 -0.835787 -2.272036 -0.02 -0.12 0.01 0.12
```
Positions in Å, forces in eV/Å.

As for the orbital gap: 9.613 eV. As for the structure (SMILES): CCCCNCOC[C@H](CCCCCN)O[C@H](C)S.

=====

Record 4
Formula: C14H32NO28S7
Source: the Open Molecules 2025 dataset
Level of theory: the ωB97M-V functional and the def2-TZVPD basis

Geometry as XYZ:
```
82
Properties=species:S:1:pos:R:3:forces:R:3:lowdin_charge:R:1
N 0.195669 -0.475362 -0.663685 -0.82 0.32 0.60 0.31
H -0.309646 -1.328356 -0.407688 0.57 -0.29 -0.10 0.09
H -0.560457 0.138807 -0.988012 0.38 0.33 0.00 0.08
H 0.902049 -0.572971 -1.392729 -0.14 -0.35 -0.13 0.09
H 0.670597 -0.121698 0.173804 -0.12 0.14 -0.04 0.08
C -5.697960 0.038767 -2.628607 -1.95 -1.45 0.85 -0.16
C -5.566833 -0.677240 -3.993719 -0.81 0.39 1.46 -0.18
O -4.179114 -0.859571 -4.145183 1.28 0.24 0.66 -0.17
S -3.572462 -1.252824 -2.665017 0.13 -0.75 -1.08 0.67
O -2.222757 -0.789313 -2.556592 -1.47 -0.28 0.04 -0.23
O -3.896046 -2.638527 -2.429181 0.35 1.23 0.13 -0.22
O -4.571245 -0.338725 -1.815535 0.56 0.61 -0.68 -0.19
H -6.553222 -0.371786 -2.081058 -0.05 -0.15 -0.23 0.13
H -5.972353 1.091779 -2.680874 1.30 0.32 -0.04 0.12
H -6.065693 0.009149 -4.674414 0.71 -0.37 -0.82 0.14
H -6.040453 -1.659554 -3.979098 -0.18 0.14 -0.08 0.13
C -0.861170 0.254226 4.432111 0.57 -1.01 1.31 -0.13
C 0.425929 1.062638 4.288764 0.69 -1.41 0.25 -0.12
O 1.341397 0.064803 3.768250 0.31 -0.44 -1.44 -0.24
S 0.744102 -1.401752 3.407979 0.86 1.79 -1.09 0.66
O 1.262806 -2.268148 4.420751 -0.98 0.09 -0.38 -0.22
O 1.040851 -1.723125 2.016979 -1.26 0.45 2.32 -0.25
O -0.801861 -0.924678 3.585007 1.05 -0.35 -0.87 -0.20
H -1.780517 0.789171 4.232624 -0.09 -0.16 0.03 0.13
H -0.761883 -0.201188 5.419799 -0.96 0.51 0.30 0.13
H 0.948076 1.179154 5.238000 -0.89 0.92 0.33 0.13
H 0.328416 1.997682 3.739209 0.40 -0.35 -0.56 0.12
C -4.710702 3.214919 1.366540 0.03 1.02 0.39 -0.15
C -4.334202 3.459526 -0.097814 0.52 0.35 -0.07 -0.13
O -2.917950 3.225862 -0.175789 0.58 -1.08 1.11 -0.19
S -2.370424 2.286067 1.035868 -0.55 -0.08 -1.34 0.66
O -1.197301 2.930304 1.561432 -1.48 -0.62 0.12 -0.22
O -2.296062 0.908757 0.624866 0.41 0.78 0.22 -0.24
O -3.730683 2.348741 1.923195 1.51 -0.34 -0.20 -0.20
H -5.685850 2.756672 1.513522 0.07 -0.02 -0.11 0.14
H -4.630099 4.135006 1.952735 -0.36 0.05 -0.24 0.14
H -4.371242 4.509292 -0.384620 -0.69 -0.07 0.07 0.14
H -4.875918 2.836552 -0.808701 0.15 -0.12 0.06 0.12
C -2.188392 -5.124557 -0.287580 -1.02 -0.35 -0.54 -0.16
C -2.043806 -3.786972 0.433553 0.09 -0.44 0.47 -0.15
O -0.970381 -3.112385 -0.201348 0.44 0.19 -0.73 -0.25
S -0.379584 -3.869422 -1.502671 -0.06 -0.35 -0.86 0.66
O 0.913125 -4.352244 -1.138931 -0.66 -0.04 -0.21 -0.21
O -0.504415 -3.036039 -2.677354 -0.07 -1.10 1.59 -0.24
O -1.495133 -5.075936 -1.531196 1.54 1.77 -0.18 -0.17
H -3.223152 -5.290782 -0.592779 0.05 -0.26 0.43 0.14
H -1.785114 -5.935000 0.319575 -0.11 -0.03 -0.13 0.13
H -1.754581 -4.074442 1.446393 -0.01 0.72 0.11 0.13
H -2.899365 -3.113142 0.419646 -0.10 -0.32 -0.07 0.13
C 3.731782 3.563028 2.751380 1.12 0.46 0.49 -0.18
C 4.727288 3.389642 1.624308 0.18 -0.70 -0.14 -0.14
O 3.968905 2.719651 0.601730 -0.75 -0.53 -0.65 -0.19
S 2.359958 2.715826 0.839681 1.66 1.09 -0.43 0.62
O 1.912719 1.400771 1.131326 0.33 -0.50 1.06 -0.23
O 1.641086 3.360708 -0.187250 0.21 0.71 -0.17 -0.19
O 2.518832 3.729563 2.073906 -2.08 -0.46 0.10 -0.18
H 3.949930 4.485736 3.288238 -0.26 -0.06 0.07 0.14
H 3.727386 2.732292 3.460796 -0.21 -0.11 -0.20 0.13
H 5.558394 2.737474 1.886321 -0.05 -0.05 0.02 0.13
H 5.136675 4.327526 1.254010 -0.31 0.07 -0.20 0.13
C 2.288204 -0.221377 -4.089568 -1.29 -1.07 -0.83 -0.12
C 2.061093 0.817069 -5.189161 2.13 0.61 -0.16 -0.16
O 0.747943 1.325091 -4.944508 -0.95 -0.29 -0.04 -0.17
S 0.629332 1.593167 -3.381453 1.22 0.40 0.63 0.66
O -0.672400 1.408521 -2.807575 1.02 -0.02 -1.06 -0.23
O 1.361359 2.784270 -3.093204 -0.48 -0.58 -0.10 -0.20
O 1.550408 0.305053 -2.985173 -0.54 0.66 0.81 -0.24
H 3.259859 -0.576866 -3.755885 0.34 0.90 -0.17 0.14
H 1.761783 -1.132448 -4.399591 -0.06 0.03 0.10 0.13
H 2.217540 0.483972 -6.212519 -0.90 -0.54 0.07 0.14
H 2.789104 1.634482 -5.150625 -0.22 0.18 0.56 0.13
C 4.642926 -1.297107 2.553302 1.50 -0.33 -0.64 -0.14
C 5.390647 -2.503852 1.963416 0.40 0.10 1.74 -0.16
O 4.855450 -2.667153 0.667703 -1.24 -0.44 -1.43 -0.16
S 4.123748 -1.337526 0.108146 -0.48 1.69 0.79 0.66
O 2.685914 -1.360755 0.044454 1.25 -1.26 0.17 -0.25
O 4.743860 -0.756003 -1.034923 0.59 -0.86 0.34 -0.21
O 4.551038 -0.480614 1.393186 -0.52 0.90 -0.52 -0.21
H 5.319346 -0.795065 3.241169 -0.36 0.16 0.20 0.14
H 3.664705 -1.509692 2.976679 0.02 -0.13 -0.02 0.11
H 5.324621 -3.337533 2.668941 -0.85 -0.54 -0.80 0.14
H 6.475589 -2.399963 1.882336 -0.11 0.75 -0.22 0.14
```
Positions in Å, forces in eV/Å.

As for the total charge: +1. Its relative energy (zero: lowest compared OMol25 entry of this formula, charge and spin) is 157.7 kJ/mol. As for the orbital gap: 11.324 eV.

=====

no.,E_tot (a.u.)
1,-1331.136225
2,-2511.143170
3,-1210.752153
4,-5501.026581